Record 1
The following is a DFT calculation (the ωB97M-V functional and the def2-TZVPD basis) of a molecular structure, C48H43N6O5S4SnTe in a non-equilibrium geometry.

Computed properties:
Relative energy (zero: lowest compared OMol25 entry of this formula, charge and spin): 0.676 eV
DFT total energy: -4634.56864 Ha
Net charge: +1
Orbital gap: 6.474 eV

```
108
Properties=species:S:1:pos:R:3:mulliken_charge:R:1
Sn 0.20 -0.51 -0.13 2.36
N 6.21 -2.91 -3.12 -0.48
C 5.46 -1.90 -2.59 1.27
C 5.07 -1.94 -1.24 -1.00
C 4.33 -0.91 -0.70 -0.55
C 3.98 0.18 -1.49 -0.58
C 4.36 0.23 -2.83 -0.43
C 5.09 -0.80 -3.38 -0.95
S 3.00 1.43 -0.80 1.25
O 3.21 2.67 -1.48 -0.71
O 3.10 1.36 0.62 -0.40
N 1.43 0.91 -1.14 -0.28
C 0.78 1.10 -2.31 0.12
N 1.32 1.70 -3.38 -0.27
C 0.53 1.85 -4.42 -0.50
C -0.79 1.40 -4.46 -1.26
C -1.23 0.74 -3.34 -0.12
N -0.47 0.57 -2.26 0.35
H 6.40 -3.74 -2.59 0.19
H 6.42 -2.93 -4.10 0.19
H 5.36 -2.78 -0.62 0.37
H 4.04 -0.94 0.34 0.64
H 4.09 1.09 -3.43 0.55
H 5.41 -0.76 -4.41 0.32
H 0.97 2.34 -5.28 0.52
H -1.43 1.54 -5.32 0.48
H -2.24 0.34 -3.31 0.45
C 1.49 4.14 5.37 -1.62
C 1.35 3.04 4.36 0.11
C 2.17 1.92 4.37 -1.17
C 2.07 0.89 3.43 0.57
C 3.03 -0.25 3.46 0.69
O 2.85 -1.28 2.84 -0.44
C 4.28 -0.13 4.28 0.17
C 5.13 0.97 4.19 -0.05
C 6.32 1.00 4.91 -0.91
C 6.65 -0.06 5.74 -0.44
C 5.81 -1.16 5.83 -0.71
C 4.64 -1.20 5.09 -0.39
C 1.05 0.96 2.47 -0.65
O 0.95 -0.07 1.62 -0.35
C 0.24 2.10 2.42 0.85
C 0.39 3.12 3.35 -0.53
C -0.84 2.19 1.40 -0.40
N -1.92 1.49 1.46 0.43
C -2.20 0.72 2.67 0.32
C -3.08 1.48 3.68 -1.50
Te -4.70 2.65 2.90 0.17
C -3.69 4.50 2.86 -0.05
C -3.26 5.08 4.05 -0.36
C -2.60 6.31 4.03 -0.58
C -2.38 6.96 2.83 -0.52
C -2.83 6.40 1.65 -0.47
C -3.48 5.18 1.66 -0.19
C -0.66 3.14 0.27 0.60
C -1.69 3.34 -0.65 -0.29
C -1.53 4.23 -1.70 -1.15
C -0.33 4.92 -1.84 -0.93
C 0.69 4.73 -0.93 -0.62
C 0.53 3.84 0.12 -0.73
H 2.18 3.84 6.17 0.40
H 0.53 4.39 5.83 0.36
H 1.89 5.05 4.91 0.33
H 2.92 1.84 5.14 0.65
H 4.88 1.80 3.53 0.62
H 6.98 1.85 4.82 0.42
H 7.57 -0.03 6.31 0.40
H 6.07 -1.99 6.47 0.41
H 3.99 -2.06 5.13 0.45
H -0.25 3.98 3.29 0.64
H -1.28 0.42 3.18 -0.36
H -2.72 -0.20 2.37 0.43
H -2.48 2.17 4.28 0.29
H -3.53 0.76 4.36 0.66
H -3.45 4.59 5.00 0.45
H -2.27 6.75 4.97 0.43
H -1.87 7.91 2.82 0.41
H -2.66 6.91 0.70 0.39
H -3.82 4.74 0.73 0.36
H -2.63 2.82 -0.50 0.76
H -2.34 4.39 -2.40 0.54
H -0.20 5.61 -2.67 0.47
H 1.63 5.25 -1.05 0.46
H 1.35 3.67 0.81 0.39
S 1.06 -2.36 -1.57 -0.57
C 1.00 -3.24 -0.07 0.57
N 0.50 -2.60 0.94 0.54
C 0.54 -3.36 2.10 -0.92
C 0.10 -2.95 3.35 0.09
C 0.21 -3.84 4.40 -0.94
C 0.75 -5.12 4.21 -0.58
C 1.19 -5.53 2.97 -0.54
C 1.08 -4.63 1.91 0.77
S 1.56 -4.84 0.24 -0.32
H -0.31 -1.95 3.49 0.39
H -0.12 -3.54 5.39 0.45
H 0.82 -5.79 5.05 0.42
H 1.61 -6.51 2.83 0.43
C -3.85 -0.11 -0.91 -0.24
S -3.09 -1.64 -0.41 0.32
C -2.80 -2.44 -1.97 -0.74
O -1.71 -1.28 0.15 -0.30
H -4.78 -0.34 -1.43 0.61
H -3.16 0.45 -1.55 -0.21
H -4.04 0.47 -0.01 0.05
H -3.76 -2.69 -2.40 0.50
H -2.24 -3.35 -1.74 0.31
H -2.21 -1.80 -2.62 0.10
```

Record 2
The following is a DFT calculation (the ωB97M-V functional and the def2-TZVPD basis) of 7 unconnected molecules or ions with the total composition C48H44N8O2.

Computed properties:
SMILES: [H]/N=C(/C)Cc1ccc2c(c1)C(=O)C=C(c1cccnc1)C2=O.c1ccncc1.c1ccncc1.c1ccncc1.c1ccncc1.c1ccncc1.c1ccncc1
DFT total energy: -2443.98155 Ha
Orbital gap: 7.953 eV

```
102
Properties=species:S:1:pos:R:3:mulliken_charge:R:1
C 6.01 -2.61 -1.95 -1.29
C 6.65 -1.71 -0.91 0.77
N 7.62 -2.16 -0.23 -0.82
C 6.09 -0.31 -0.76 -0.69
C 4.59 -0.24 -0.56 0.57
C 3.89 -1.27 0.07 -0.59
C 2.52 -1.20 0.25 -0.96
C 1.84 -0.08 -0.20 0.79
C 2.52 0.97 -0.81 0.49
C 3.90 0.89 -0.98 -0.99
C 1.75 2.16 -1.28 -0.22
O 2.24 3.26 -1.37 -0.43
C 0.33 1.90 -1.64 -0.31
C -0.34 0.88 -1.09 0.06
C -1.74 0.52 -1.38 0.15
C -2.06 -0.75 -1.86 -0.04
C -3.39 -1.04 -2.12 -0.82
C -4.34 -0.06 -1.85 -0.08
N -4.06 1.15 -1.37 -0.53
C -2.78 1.43 -1.15 -0.40
C 0.36 0.03 -0.07 -0.27
O -0.27 -0.47 0.83 -0.34
H 6.80 -3.14 -2.48 0.43
H 5.43 -3.36 -1.41 0.33
H 5.38 -2.04 -2.62 0.29
H 7.93 -1.45 0.44 0.24
H 6.57 0.18 0.09 0.40
H 6.35 0.26 -1.66 0.36
H 4.41 -2.14 0.43 0.52
H 1.97 -2.00 0.73 0.56
H 4.42 1.72 -1.44 0.60
H -0.15 2.56 -2.35 0.55
H -1.28 -1.48 -2.05 0.55
H -3.70 -2.01 -2.50 0.42
H -5.38 -0.28 -2.05 0.32
H -2.54 2.41 -0.76 0.44
N 8.46 -2.38 -5.23 -0.55
C 9.24 -2.45 -4.15 -0.21
C 10.21 -3.43 -3.96 -0.36
C 10.37 -4.39 -4.95 -0.23
C 9.57 -4.32 -6.08 -0.35
C 8.63 -3.30 -6.17 -0.18
H 9.08 -1.69 -3.40 0.43
H 10.81 -3.44 -3.06 0.36
H 11.11 -5.17 -4.84 0.37
H 9.67 -5.05 -6.87 0.35
H 7.99 -3.22 -7.04 0.36
N -2.12 1.63 6.14 -0.56
C -1.62 0.43 5.83 -0.52
C -1.20 0.08 4.55 -0.38
C -1.33 1.01 3.54 0.17
C -1.85 2.26 3.84 -0.52
C -2.23 2.52 5.15 -0.35
H -1.54 -0.27 6.65 0.34
H -0.79 -0.90 4.36 0.52
H -1.01 0.78 2.53 0.47
H -1.96 3.02 3.09 0.40
H -2.64 3.48 5.43 0.36
N -2.70 -4.87 0.85 -0.58
C -3.45 -5.18 1.91 -0.36
C -3.42 -4.46 3.10 -0.45
C -2.58 -3.37 3.19 -0.30
C -1.80 -3.03 2.09 0.39
C -1.90 -3.81 0.95 -0.38
H -4.09 -6.04 1.80 0.35
H -4.05 -4.76 3.92 0.39
H -2.54 -2.78 4.10 0.41
H -1.13 -2.19 2.11 0.12
H -1.31 -3.58 0.07 0.40
N -9.40 -1.05 -2.07 -0.59
C -9.98 -1.46 -0.95 -0.26
C -9.83 -0.82 0.27 -0.25
C -9.03 0.31 0.33 0.08
C -8.43 0.76 -0.83 -0.47
C -8.64 0.04 -2.00 -0.27
H -10.59 -2.35 -1.03 0.34
H -10.31 -1.21 1.16 0.34
H -8.87 0.83 1.27 0.25
H -7.79 1.64 -0.84 0.37
H -8.18 0.35 -2.93 0.44
N 4.31 6.98 -0.58 -0.54
C 3.78 5.97 -1.27 -0.39
C 3.73 5.95 -2.66 -0.26
C 4.27 7.01 -3.36 -0.45
C 4.83 8.06 -2.65 -0.28
C 4.83 8.00 -1.27 -0.26
H 3.37 5.16 -0.69 0.67
H 3.28 5.10 -3.17 0.38
H 4.25 7.03 -4.44 0.38
H 5.26 8.92 -3.16 0.36
H 5.26 8.80 -0.68 0.36
N -7.11 -0.30 3.31 -0.35
C -7.88 0.38 4.14 -0.20
C -7.40 1.07 5.25 -0.55
C -6.04 1.05 5.50 -0.35
C -5.22 0.34 4.64 0.13
C -5.80 -0.31 3.56 -0.58
H -8.94 0.38 3.92 0.32
H -8.08 1.61 5.89 0.37
H -5.63 1.57 6.35 0.44
H -4.15 0.28 4.80 0.26
H -5.19 -0.88 2.87 0.53
```

Question: The lowest orbital gap belongs to which entry?
Answer: C48H43N6O5S4SnTe

Question: Number 2 is which compound?
Answer: C48H44N8O2

Question: Among the records above, which one has the highest DFT total energy?
Answer: C48H44N8O2

Question: Which formula does entry 2 have?
Answer: C48H44N8O2